Arrangement w

{"formula": "C5H13NO2", "method": "wB97M-V/def2-TZVPD", "homo_energy_ev": -9.69, "charge": 0, "mol_weight_da": 119.2, "smiles": "CCCNC(C)=O.O", "symbols": ["C", "C", "N", "C", "C", "C", "O", "H", "H", "H", "H", "H", "H", "H", "H", "H", "H", "H", "H", "H", "O"], "coordinates": [[-2.37625, 0.33957, -0.61614], [-1.14645, 1.19008, -0.59974], [-0.11473, 0.60733, 0.12696], [0.17873, -0.78704, 0.40663], [1.55417, -1.20340, -0.18970], [1.64400, -2.69902, -0.28680], [-1.08299, 2.37414, -0.86560], [-2.17586, -0.62285, -1.10400], [-3.19320, 0.86929, -1.07875], [-2.71740, 0.26326, 0.42681], [0.58388, 1.14323, 0.62245], [-0.49728, -1.46812, -0.14360], [-0.04601, -1.07266, 1.43409], [2.35341, -0.77199, 0.42681], [1.67064, -0.66900, -1.11825], [1.11038, -3.18312, -1.11291], [2.69214, -3.08701, -0.34637], [1.41650, -3.23502, 0.64090], [0.77779, 4.09282, 0.88537], [-0.68061, 3.78260, 0.96653], [0.04913, 4.13691, 1.52529]], "mulliken_charge": [-1.095, 0.667, -0.023, -0.798, -0.262, -1.210, -0.641, 0.334, 0.349, 0.276, 0.251, 0.279, 0.279, 0.315, 0.285, 0.331, 0.358, 0.307, 0.314, 0.334, -0.650]}

---

Arrangement x

{"formula": "C5H13NO2", "method": "wB97M-V/def2-TZVPD", "homo_energy_ev": -8.75, "charge": 0, "mol_weight_da": 119.2, "smiles": "CCC(=O)O.CCN", "symbols": ["C", "C", "C", "O", "O", "H", "H", "H", "H", "H", "C", "C", "N", "H", "H", "H", "H", "H", "H", "H", "H"], "coordinates": [[1.30546, 0.97029, -1.49501], [-0.27334, 1.12487, -1.36455], [1.79990, 1.96126, -0.44717], [1.81482, 3.17904, -0.51546], [2.13067, 1.32391, 0.69003], [1.57096, -0.05863, -1.34391], [1.69534, 1.38138, -2.44702], [-0.46556, 2.13787, -1.11005], [-0.59233, 0.47799, -0.58446], [-0.91644, 0.98609, -2.23464], [-0.46723, -1.75398, 1.14972], [-1.53198, -1.93100, 0.01896], [-0.86126, -0.58828, 1.95554], [-0.43954, -2.68613, 1.84881], [0.51232, -1.64804, 0.78323], [-1.14141, -1.57390, -0.89090], [-2.51131, -1.45058, 0.07773], [-0.06769, -0.36573, 2.56976], [1.96182, 1.89895, 1.39365], [-1.83580, -0.34807, 2.07829], [-1.68738, -3.03730, -0.13255]], "mulliken_charge": [-0.272, -0.903, 0.481, -0.572, -0.424, 0.298, 0.299, 0.436, 0.045, 0.316, -0.258, -1.066, -0.450, 0.267, 0.239, 0.285, 0.350, 0.173, 0.307, 0.164, 0.286]}

---

Last place for stability: arrangement x

---

Arrangement w

{"formula": "C5H13NO2", "method": "wB97M-V/def2-TZVPD", "homo_energy_ev": -10.06, "charge": 0, "mol_weight_da": 119.2, "symbols": ["C", "O", "C", "C", "C", "C", "N", "H", "H", "H", "H", "H", "H", "H", "H", "H", "H", "H", "H", "H", "O"], "coordinates": [[-0.89914, -0.81730, 0.64738], [-0.07072, -1.44959, 1.56356], [-0.20256, 0.11220, -0.41784], [-0.62442, 1.57950, -0.39188], [-1.90786, 1.85402, -1.10453], [-2.78787, 1.02122, -1.64227], [1.44239, 0.12114, 0.10072], [-1.51804, -1.49619, 0.04805], [-1.60015, -0.11132, 1.10828], [0.81831, -1.09150, 1.41282], [-0.26732, -0.22772, -1.45595], [0.18845, 2.26442, -0.62060], [-0.83601, 1.84272, 0.65509], [-2.12301, 2.89749, -1.32997], [-3.65020, 1.46192, -2.12399], [-2.73977, -0.06076, -1.59478], [0.93509, -0.61279, -0.34851], [1.95620, 0.52045, -0.68717], [4.56926, -1.49817, 0.72628], [3.10609, -1.01697, 0.76896], [3.66991, -1.79066, 0.89575]], "mulliken_charge": [-0.449, -0.571, -0.012, -0.848, -0.015, -0.811, -0.987, 0.246, 0.311, 0.407, 0.539, 0.412, 0.321, 0.296, 0.254, 0.225, 0.399, 0.245, 0.313, 0.371, -0.646]}

---

Arrangement x

{"formula": "C5H13NO2", "method": "wB97M-V/def2-TZVPD", "homo_energy_ev": -8.84, "charge": 0, "mol_weight_da": 119.2, "smiles": "CCN(C=O)CC.O", "symbols": ["C", "N", "C", "C", "C", "C", "O", "H", "H", "H", "H", "H", "H", "H", "H", "H", "H", "H", "H", "H", "O"], "coordinates": [[1.27609, -0.44852, 0.95856], [0.77180, 0.48149, 0.06619], [-0.55472, 1.15228, 0.15731], [-1.68326, 0.09395, -0.00438], [1.40798, 0.53785, -1.24358], [0.90182, -0.49269, -2.26877], [2.29899, -1.05034, 0.70345], [0.64459, -0.50137, 1.85362], [-0.61118, 1.59676, 1.15185], [-0.56867, 1.84608, -0.66946], [-1.77386, -0.17423, -1.05359], [-1.28141, -0.72125, 0.55348], [-2.63456, 0.41048, 0.42682], [2.47470, 0.45233, -1.08401], [1.36682, 1.53439, -1.58466], [0.39060, -0.05506, -3.11836], [0.37516, -1.26195, -1.73771], [1.79614, -0.97656, -2.67473], [-2.08546, -0.21731, 3.09901], [-1.20839, -1.47370, 3.53334], [-1.30317, -0.73263, 2.93562]], "mulliken_charge": [0.152, -0.039, -0.439, -1.069, -0.782, -1.111, -0.590, 0.286, 0.348, 0.327, 0.323, 0.329, 0.324, 0.448, 0.551, 0.275, 0.373, 0.319, 0.275, 0.275, -0.575]}

---

Last place for stability: arrangement w

---

Arrangement w

{"formula": "H3N4P", "method": "wB97M-V/def2-TZVPD", "homo_energy_ev": [-7.87, -7.50], "charge": 0, "mol_weight_da": 90.0, "smiles": "[H]/N=N/P=N/N", "symbols": ["N", "N", "N", "N", "P", "H", "H", "H"], "coordinates": [[-0.94305, 1.58354, -1.72724], [-1.07540, 0.36159, -1.57455], [0.80701, -0.21317, 0.47135], [1.08897, -0.77603, 1.55277], [-0.49405, -0.88459, -0.92978], [-1.77106, 2.03409, -1.99566], [0.98063, -0.37515, 2.51117], [1.40696, -1.73027, 1.69195]], "mulliken_charge": [-0.532, 0.316, -0.338, -0.110, -0.029, 0.227, 0.234, 0.233]}

---

Arrangement x

{"formula": "H3N4P", "method": "wB97M-V/def2-TZVPD", "homo_energy_ev": -8.08, "charge": 0, "mol_weight_da": 90.0, "symbols": ["N", "N", "N", "N", "P", "H", "H", "H"], "coordinates": [[-1.59486, -1.35341, 1.73180], [-1.61566, -0.43741, 0.91871], [1.36660, 0.85306, 0.01154], [1.50687, 0.71637, -1.21076], [-2.09143, 0.54671, -0.12384], [-0.79893, -1.76084, 2.19201], [1.30591, -0.13639, -1.71857], [1.92151, 1.57192, -1.80089]], "mulliken_charge": [-0.550, 0.475, -0.434, -0.042, -0.173, 0.242, 0.225, 0.257]}

---

Last place for stability: arrangement x

---

Arrangement w

{"formula": "CH2F3P", "method": "wB97M-V/def2-TZVPD", "homo_energy_ev": -9.97, "charge": 0, "mol_weight_da": 102.0, "smiles": "F/C=P\\F.F", "symbols": ["C", "F", "F", "F", "P", "H", "H"], "coordinates": [[-1.48712, 0.28791, 0.10576], [-0.82736, 1.22203, -0.55816], [3.14172, -1.23477, 0.32798], [0.42162, -1.29563, -0.64192], [-1.02868, -1.33956, 0.23890], [2.58208, -0.66693, -0.26235], [-2.46328, 0.58025, 0.44497]], "mulliken_charge": [-0.033, -0.175, -0.410, -0.311, 0.203, 0.406, 0.320]}

---

Arrangement x

{"formula": "CH2F3P", "method": "wB97M-V/def2-TZVPD", "homo_energy_ev": -9.39, "charge": 0, "mol_weight_da": 102.0, "symbols": ["C", "F", "F", "F", "P", "H", "H"], "coordinates": [[0.11279, 0.39906, 0.51262], [-2.69814, 0.86690, -0.96282], [-2.59801, -1.08902, 0.37476], [1.38364, 1.23068, 0.52439], [-2.30781, 0.50805, 0.56120], [0.25442, -0.12804, 1.52270], [-0.07118, -0.22766, -0.34875]], "mulliken_charge": [-0.423, -0.213, -0.229, -0.277, 0.593, 0.262, 0.288]}

---

Last place for stability: arrangement x

---

Arrangement w

{"formula": "C4H9NO", "method": "wB97M-V/def2-TZVPD", "homo_energy_ev": -9.21, "charge": 0, "mol_weight_da": 87.1, "smiles": "C=N[C@@H](O)CC", "symbols": ["C", "C", "C", "O", "H", "H", "H", "H", "H", "H", "C", "N", "H", "H", "H"], "coordinates": [[-1.04816, -1.37529, -0.60797], [-0.19799, 0.73361, 0.59793], [-0.83870, -0.63619, 0.69614], [-0.63487, 1.56552, -0.44319], [-0.53117, 1.06807, -1.26712], [-0.31291, 1.28309, 1.53604], [-1.74222, -0.60931, 1.30613], [-0.07627, -1.67240, -1.03010], [-1.63528, -2.28177, -0.43961], [-1.55991, -0.78574, -1.37973], [2.08063, 0.96056, -0.04629], [1.22320, 0.22918, 0.57458], [0.33808, -1.04762, 1.09569], [1.89036, 2.02214, -0.24234], [3.04520, 0.54615, -0.35017]], "mulliken_charge": [-1.234, -0.078, -0.307, -0.506, 0.335, 0.379, 0.314, 0.307, 0.349, 0.297, -0.368, -0.382, 0.344, 0.270, 0.280]}

---

Arrangement x

{"formula": "C4H9NO", "method": "wB97M-V/def2-TZVPD", "homo_energy_ev": -9.16, "charge": 0, "mol_weight_da": 87.1, "symbols": ["C", "C", "N", "C", "O", "C", "H", "H", "H", "H", "H", "H", "H", "H", "H"], "coordinates": [[1.02853, -1.70600, -1.07782], [1.25480, -0.25396, -0.65680], [0.01316, 0.40450, -0.31909], [-0.25910, 0.64094, 0.92659], [0.30059, 0.51357, 2.04243], [-1.48426, 1.28772, 1.29554], [1.98035, -2.17958, -1.35142], [0.35558, -1.75897, -1.94355], [0.57942, -2.27760, -0.25586], [1.92733, -0.21419, 0.21891], [1.73592, 0.30636, -1.46871], [-1.31237, 0.92207, -0.78714], [-1.61643, 2.37235, 1.29078], [-2.16441, 0.88622, 2.03929], [-2.33912, 1.05657, 0.04684]], "mulliken_charge": [-1.029, -0.441, -0.394, 0.788, -0.650, -0.776, 0.329, 0.280, 0.288, 0.334, 0.332, 0.313, 0.265, 0.267, 0.095]}

---

Last place for stability: arrangement x

---

Arrangement w

{"formula": "C4H9NO", "method": "wB97M-V/def2-TZVPD", "homo_energy_ev": -9.62, "charge": 0, "mol_weight_da": 87.1, "smiles": "CCNC(C)=O", "symbols": ["C", "C", "N", "C", "O", "C", "H", "H", "H", "H", "H", "H", "H", "H", "H"], "coordinates": [[2.01704, 0.67160, -0.88313], [0.63167, 0.12631, -1.20841], [-0.03317, -0.42636, -0.04220], [-1.24165, 0.04321, 0.38652], [-1.85390, 0.91658, -0.20636], [-1.80842, -0.60863, 1.63446], [2.46228, 1.13071, -1.77166], [2.69230, -0.12314, -0.54470], [1.95774, 1.42841, -0.09498], [-0.02659, 0.92044, -1.56766], [0.69589, -0.63214, -1.99937], [0.42930, -1.15326, 0.48158], [-1.04440, -0.97500, 2.32555], [-2.44941, -1.44894, 1.34816], [-2.42868, 0.13021, 2.14219]], "mulliken_charge": [-1.075, -0.401, -0.209, 0.711, -0.634, -1.027, 0.330, 0.306, 0.303, 0.320, 0.289, 0.212, 0.319, 0.251, 0.304]}

---

Arrangement x

{"formula": "C4H9NO", "method": "wB97M-V/def2-TZVPD", "homo_energy_ev": -9.54, "charge": 0, "mol_weight_da": 87.1, "smiles": "CCNC(C)=O", "symbols": ["C", "C", "N", "C", "C", "O", "H", "H", "H", "H", "H", "H", "H", "H", "H"], "coordinates": [[-1.03258, 1.36133, 0.77158], [0.00241, 1.64826, -0.25313], [0.75738, 0.52350, -0.67003], [0.86025, -0.73400, 0.04188], [-0.07977, -1.82821, -0.47222], [0.33353, 2.75789, -0.58272], [-0.57547, 1.47799, 1.75611], [-1.37075, 0.33299, 0.71603], [-1.82162, 2.09747, 0.65046], [1.62358, 0.76046, -1.11865], [1.85294, -1.09625, -0.20024], [0.68805, -0.73371, 1.12125], [-1.07510, -1.85173, 0.00877], [-0.33209, -1.85120, -1.53520], [0.16924, -2.86479, -0.23390]], "mulliken_charge": [-0.879, 0.548, -0.183, -0.418, -1.136, -0.596, 0.238, 0.258, 0.324, 0.242, 0.379, 0.227, 0.277, 0.336, 0.385]}

---

Last place for stability: arrangement x